# 1
Molecular formula: C5H7N2O2
Method: DFT, wB97M-V/def2-TZVPD

Properties
LUMO (alpha / beta): 3.75 / 3.75 eV
Charge: -1
Energy above the lowest of the compared OMol25 structures with the same formula, charge and spin: 519.1 kJ/mol
Calculated total energy: -12370.435 eV
HOMO (alpha / beta): -2.39 / -2.39 eV

Cartesian coordinates (Å):
H -1.04 1.18 -1.68
N 0.56 0.22 -0.82
H -1.04 1.24 1.51
H -2.02 -1.25 -0.12
C -0.89 0.23 1.02
H -2.68 0.18 -0.38
C 0.58 0.21 0.55
H 2.95 0.14 -0.16
N 1.52 -1.30 1.78
C -0.80 0.19 -1.40
C -1.67 -0.21 -0.21
H -0.92 -0.58 1.79
O 3.05 0.15 0.77
C 1.79 -0.31 1.13
O 1.62 0.39 -1.61
H -1.00 -0.48 -2.17

natural (NBO) atomic charge list, values in e, 4 entries:
1 H 0.18
2 N 0.01
3 H 0.20
4 H 0.20


# 2
Molecular formula: C56H51ClInN10OPS
Method: DFT, wB97M-V/def2-TZVPD

Properties
LUMO: -4.67 eV
Charge: +2
Calculated total energy: -113661.308 eV
HOMO: -12.22 eV

Cartesian coordinates (Å):
H 1.52 0.38 5.39
H -0.51 -4.55 -4.47
H 4.20 0.30 -5.22
C -2.82 3.03 0.24
H -3.94 4.07 2.53
C -1.52 -3.71 5.35
N -0.30 -0.88 -3.39
H -1.00 1.93 -6.04
H -1.58 0.18 -1.30
H 1.05 -1.12 6.21
H -0.77 -6.03 7.69
C -3.17 -5.09 1.04
H -5.78 3.64 -2.17
C 6.38 1.41 -0.59
H 9.14 -0.03 -1.92
N 3.71 0.84 1.06
C 7.27 -1.03 -1.58
H -1.56 -6.46 1.44
H -5.90 1.84 -0.48
H 3.90 -2.11 -5.65
H 2.52 -1.07 5.23
O -1.59 -0.25 -0.43
C 3.00 -0.08 -0.80
C -1.33 3.86 2.13
C -1.52 -3.15 2.15
N 0.54 1.77 -3.06
N 1.92 0.08 0.03
H -1.40 0.49 0.22
N 0.72 -1.10 4.15
C -0.13 3.60 -5.03
H 1.29 4.70 3.38
H -3.99 1.38 0.99
C -1.91 -5.44 1.52
C -1.71 -4.71 6.29
In 0.26 -1.35 -0.02
C 1.50 -0.71 5.31
C 0.85 3.05 -2.93
H 4.26 0.98 3.08
H 0.34 0.20 -6.47
C 0.57 4.00 -3.91
C 0.66 -4.80 6.67
C -0.07 -2.21 4.05
C -4.95 3.46 -1.51
H -4.60 -3.51 0.79
H -2.71 -5.07 6.49
C -2.11 7.42 3.08
C -3.82 4.27 -1.57
H -3.82 -5.85 0.63
C -4.14 6.13 3.08
C 0.85 -3.80 5.74
H 5.60 1.00 1.91
N -0.20 3.37 2.72
H 6.04 2.36 -0.22
H -0.14 4.59 4.41
C 0.55 4.02 3.78
H -0.87 -5.22 -2.91
N -0.83 1.86 1.25
C 2.37 0.65 1.15
C -2.78 4.07 -0.68
H 1.51 -5.25 7.17
C -2.04 5.08 2.51
C -0.62 -3.22 -2.89
C -0.02 -0.59 -5.81
H -1.92 4.73 -0.69
C -5.01 2.44 -0.57
C -1.10 -4.48 2.09
H 2.97 -3.56 -3.87
C -1.71 2.90 1.21
C 0.63 -0.41 2.99
N -0.35 -2.20 -3.71
C 4.13 0.40 -0.16
H 1.04 3.27 4.39
H -1.60 8.36 3.22
H -2.37 -3.29 4.82
C -0.62 -5.25 6.96
C -3.60 -3.78 1.12
H 4.58 2.44 2.12
C -0.24 -3.24 5.08
S -1.06 -3.18 -1.25
H 2.49 -2.64 -1.64
C 3.05 -0.63 -2.17
C -3.43 5.01 2.69
C 8.12 0.06 -1.56
H -5.21 6.07 3.22
C -3.94 2.20 0.28
H -0.33 6.38 2.51
H -3.11 -1.77 1.71
C 3.53 0.19 -3.19
C 3.10 -2.50 -3.69
H -0.18 -2.43 -4.68
H 0.70 -1.41 -5.86
H 7.62 -1.98 -1.96
H 5.31 -1.76 -1.11
C -0.44 2.26 -5.18
P 1.51 1.16 2.70
H 3.70 1.24 -3.00
C -1.39 6.30 2.69
H -0.99 -0.94 -6.19
C -0.65 -2.16 2.80
H 1.86 -3.48 5.49
C -3.48 7.34 3.30
C 5.52 0.31 -0.61
H -0.14 -4.76 2.50
C 3.82 -0.34 -4.44
H -0.41 4.32 -5.79
C -2.77 -2.80 1.65
C 3.62 -1.69 -4.69
H 8.34 2.13 -1.05
N -0.64 -4.42 -3.48
H -4.03 8.20 3.62
C 5.97 -0.91 -1.11
H 0.89 5.03 -3.78
N -0.19 -1.04 2.15
C 7.68 1.28 -1.06
Cl 1.83 -2.98 0.81
C -0.15 -0.09 -4.39
H 1.36 3.33 -2.02
C 4.58 1.35 2.10
C -0.04 1.37 -4.19
C 0.08 2.16 2.16
H -3.77 5.07 -2.29
C 2.81 -1.98 -2.44

Mulliken atomic charge list, values in e, 4 entries:
1 H 0.33
2 H 0.19
3 H 0.49
4 C 0.34


# 3
Molecular formula: C5H8N2
Method: DFT, wB97M-V/def2-TZVPD

Properties
LUMO: 0.87 eV
Energy above the lowest of the compared OMol25 structures with the same formula, charge and spin: 850.0 kJ/mol
Calculated total energy: -8286.186 eV
HOMO: -8.34 eV

Cartesian coordinates (Å):
H -1.87 0.53 -0.91
C -0.40 -1.67 0.65
H -0.97 -2.41 1.08
H 1.53 1.72 0.57
C -0.94 -0.27 1.20
C 0.45 1.83 0.50
C 0.69 -0.55 -0.89
H 0.21 2.23 -0.48
H 0.69 -0.02 -1.78
H 0.69 -1.51 0.68
H -0.03 2.34 1.37
H 1.61 -1.33 -1.05
C 0.17 0.39 0.29
N -1.23 -0.06 -0.31
N -0.59 -1.22 -0.91

natural (NBO) atomic charge list, values in e, 4 entries:
1 H 0.41
2 C -0.29
3 H 0.21
4 H 0.23


# 4
Molecular formula: C5H12N2O
Method: DFT, wB97M-V/def2-TZVPD

Properties
LUMO: 0.94 eV
Energy above the lowest of the compared OMol25 structures with the same formula, charge and spin: 477.2 kJ/mol
Calculated total energy: -10403.478 eV
SMILES: C/C=C(\OC)N(C)N
HOMO: -7.46 eV

Cartesian coordinates (Å):
C 1.32 1.68 -0.51
H 2.40 1.71 -0.94
O -0.61 -1.41 0.07
H 2.89 0.04 0.80
H -3.16 0.85 1.08
H 0.70 1.76 -1.30
H 1.06 -2.66 0.33
H -1.09 1.85 0.11
C -1.21 0.83 0.12
H 1.01 2.33 0.32
H -3.24 0.77 -0.71
H 0.82 -1.96 -1.18
N 1.10 0.32 -0.12
C -0.23 -0.11 0.01
C -2.61 0.47 0.29
H 1.51 -0.03 1.76
N 1.94 -0.32 0.91
C 0.31 -2.34 -0.40
H -0.36 -3.13 -0.99
H -2.56 -0.67 0.35

natural (NBO) atomic charge list, values in e, 4 entries:
1 C -0.41
2 H 0.20
3 O -0.51
4 H 0.36


# 5
Molecular formula: C6H11N3O
Method: DFT, wB97M-V/def2-TZVPD

Properties
LUMO: 0.71 eV
Energy above the lowest of the compared OMol25 structures with the same formula, charge and spin: 73.9 kJ/mol
Calculated total energy: -12918.280 eV
SMILES: Cc1c[nH]cn1.CC(N)=O
HOMO: -8.54 eV

Cartesian coordinates (Å):
C -0.66 -1.52 0.48
H 2.99 0.00 -0.70
H -3.10 -0.94 -1.50
C -1.37 -0.57 1.17
N -2.43 -0.13 0.42
C -1.01 0.08 2.46
H 1.44 3.20 -1.51
C 1.90 -0.05 -0.77
N -1.41 -1.79 -0.66
H 1.58 -0.05 0.27
H 0.26 -1.98 0.78
O 0.68 1.04 -2.53
C -2.45 -0.85 -0.65
H -0.10 -0.24 2.97
N 1.89 2.34 -1.21
H -0.88 -2.12 -1.45
H -1.09 1.16 2.36
C 1.36 1.11 -1.52
H 2.56 2.48 -0.47
H -1.77 -0.17 3.22
H 1.58 -1.01 -1.16

natural (NBO) atomic charge list, values in e, 4 entries:
1 C -0.12
2 H 0.23
3 H 0.20
4 C 0.08


- The lowest calculated total energy belongs to which entry?
  C56H51ClInN10OPS


- What is the calculated total energy in the first record?
  -12370.435 eV


- The highest calculated total energy belongs to which entry?
  C5H8N2


- Among the records above, which one has the highest calculated total energy?
  C5H8N2